1.
The following is a quantum chemistry calculation of a molecular structure, C21H50AlO8S3, from the OMol25 dataset.

Last column: Mulliken charge in e.
Positions of all 83 atoms, in Å:
C: -0.22438 5.07738 0.82141  -1.328
C: -0.43053 3.57944 0.59716  -0.089
C: -1.59831 3.27003 -0.33439  -0.953
C: -1.92543 1.78024 -0.42497  -0.411
C: -0.97634 0.98268 -1.33576  -0.179
C: -0.25197 -0.13158 -0.58110  -0.046
C: 0.52142 -1.10668 -1.48374  -0.902
C: 2.04450 -0.96289 -1.36531  -0.852
C: 2.63620 -1.77534 -0.19787  -0.645
C: 3.22531 -0.92239 0.92068  -0.424
C: 3.66029 -1.74788 2.12784  -0.315
C: 4.71777 -1.07549 2.99398  -0.853
C: 5.15735 -1.92259 4.20853  -0.186
C: 4.88004 -1.25648 5.57589  -1.050
Al: 3.14007 -1.49676 6.57732  0.220
S: 1.82364 -3.27577 5.67887  0.844
C: 2.83955 -4.72952 5.32098  -0.985
O: 0.92126 -3.73204 6.74526  -0.674
O: 1.20715 -2.94986 4.38239  -0.661
H: -0.83292 5.44829 1.64887  0.305
H: -0.50541 5.64323 -0.07198  0.320
H: 0.81632 5.31876 1.04166  0.385
H: -0.60676 3.08183 1.55541  0.300
H: 0.48392 3.13704 0.18853  0.162
H: -1.35101 3.63667 -1.33862  0.229
H: -2.47580 3.83401 0.00343  0.389
H: -2.95739 1.65763 -0.75448  0.230
H: -1.86511 1.35282 0.58288  0.395
H: -0.23670 1.66228 -1.77308  0.263
H: -1.52748 0.53814 -2.16844  0.206
H: -0.99227 -0.67806 0.00997  -0.269
H: 0.44831 0.31693 0.13266  0.198
H: 0.24889 -2.13031 -1.21544  0.538
H: 0.21180 -0.96090 -2.52480  0.181
H: 2.52184 -1.23940 -2.30877  0.452
H: 2.27687 0.09585 -1.20277  0.441
H: 3.40359 -2.46617 -0.55978  0.376
H: 1.85133 -2.39865 0.24436  0.316
H: 4.06045 -0.32504 0.53174  0.322
H: 2.45487 -0.21425 1.24612  0.114
H: 4.04220 -2.72242 1.79250  0.325
H: 2.78426 -1.96918 2.74061  0.112
H: 4.32855 -0.11643 3.35415  0.343
H: 5.58104 -0.84317 2.35892  0.311
H: 4.65987 -2.89527 4.13144  0.062
H: 6.22707 -2.14103 4.11172  0.369
H: 4.96322 -0.17081 5.43247  0.370
H: 5.69116 -1.51108 6.26778  0.373
H: 3.38596 -1.93721 8.10872  -0.285
H: 2.15807 -0.22661 6.45244  -0.273
H: 3.07146 -4.73969 4.25886  0.262
H: 3.75598 -4.68843 5.91199  0.307
H: 2.24395 -5.59622 5.60518  0.364
O: -1.24981 2.25469 -4.35054  -0.581
S: -0.50834 2.00494 -5.54766  1.244
O: 0.92018 2.00028 -5.49803  -0.633
O: -0.99876 3.01994 -6.67111  -0.323
C: -1.09949 4.41563 -6.28461  -0.320
C: 0.24850 5.09877 -6.22972  -0.965
C: -1.06936 0.52241 -6.30462  -0.963
H: -1.62306 4.47007 -5.32996  0.306
H: -1.73695 4.84882 -7.05265  0.278
H: 0.86248 4.70562 -5.42142  0.291
H: 0.09891 6.16682 -6.06592  0.387
H: 0.78656 4.96006 -7.16737  0.264
H: -2.15323 0.55036 -6.36773  0.311
H: -0.74082 -0.28890 -5.65790  0.334
H: -0.61192 0.43827 -7.28656  0.358
O: -4.64804 -0.02025 -0.02745  -0.665
S: -4.45426 -1.40827 0.26988  1.336
O: -3.55264 -2.17217 -0.53433  -0.613
O: -5.88245 -2.11589 0.28347  -0.308
C: -6.74093 -1.87279 -0.85725  -0.359
C: -6.34478 -2.69208 -2.06597  -0.953
C: -4.05856 -1.62170 1.96614  -1.011
H: -6.73634 -0.80328 -1.07018  0.323
H: -7.73053 -2.14747 -0.49744  0.287
H: -5.38156 -2.37671 -2.46250  0.276
H: -7.10125 -2.56978 -2.84283  0.384
H: -6.27735 -3.74830 -1.80586  0.257
H: -4.76543 -1.05474 2.56454  0.331
H: -3.04679 -1.23996 2.09323  0.375
H: -4.09168 -2.68199 2.20094  0.349

The value obtained for the LUMO energy is 1.7 eV. The calculation puts the HOMO energy at -4.99 eV. The value obtained for the total energy is -78071.4725 eV. The relative energy (zero: lowest compared OMol25 entry of this formula, charge and spin) is 0.00 kJ/mol. The value obtained for the molar mass is 553.81 u. The largest force on an atom comes out at 0.512 eV/A. The orbital gap is 6.740 eV. Its net charge is -1.

---

2.
The following is a quantum chemistry calculation of 6 unconnected molecules or ions with the total composition C21H50N4O24P2S6 at a distorted geometry, from the OMol25 dataset.

Last column: Mulliken charge in e.
Positions of all 107 atoms, in Å:
C: 1.72699 -4.20224 0.47322  -0.202
C: 0.74374 -4.65219 -0.63678  -0.422
O: 0.52952 -3.54391 -1.56020  -0.493
P: -0.57438 -2.48562 -1.04689  0.905
O: -1.02869 -2.72264 0.33788  -0.516
C: 0.18278 -0.84372 -1.21297  -0.216
C: 1.11261 -0.46231 -0.02097  -1.320
C: 2.32564 0.37967 -0.51766  1.149
C: 1.97934 1.89965 -0.68576  -0.511
N: 0.52439 2.21800 -0.64976  -0.200
P: -0.11609 2.58098 -2.19333  0.722
S: -1.69341 3.68919 -1.89377  -0.517
O: 3.39300 0.12850 0.37538  -0.489
C: 4.64537 0.61373 -0.10677  -0.318
C: 5.63147 -0.47538 -0.55172  -0.938
C: 5.19366 -1.28862 -1.80720  0.687
N: 6.43007 -1.95176 -2.33138  -0.827
N: 4.65799 -0.45645 -2.87790  -0.389
N: 4.26417 -2.33977 -1.37486  -0.475
O: -1.76995 -2.61921 -2.13842  -0.466
C: -2.78988 -1.61296 -1.99631  0.747
C: -3.87281 -1.92131 -3.06913  -1.337
H: 2.41899 -4.99848 0.76906  0.462
H: 2.29352 -3.35866 0.05346  -0.418
H: 1.15764 -3.79056 1.31909  0.188
H: 1.24703 -5.45245 -1.19951  0.402
H: -0.19849 -5.05326 -0.24897  0.257
H: 0.74345 -0.80786 -2.16304  0.482
H: -0.59078 -0.06748 -1.26730  -0.003
H: 1.48147 -1.35432 0.50573  0.580
H: 0.49121 0.08766 0.69720  0.303
H: 2.57661 -0.01964 -1.51490  -0.134
H: 2.57487 2.48305 0.03142  0.405
H: 2.33810 2.18933 -1.68416  -0.324
H: 0.38299 3.02393 -0.04851  0.425
H: -0.48261 1.39163 -2.85888  0.036
H: 0.84950 3.22239 -3.00600  -0.183
H: 5.12188 1.14120 0.74114  0.455
H: 4.56878 1.35209 -0.92011  0.107
H: 6.55092 0.06215 -0.86305  0.494
H: 5.95245 -1.13946 0.26394  -0.263
H: 6.16242 -2.89983 -2.58307  0.277
H: 7.09608 -1.97777 -1.56320  0.305
H: 5.39395 -0.16976 -3.51339  0.312
H: 4.04080 -1.05435 -3.42886  0.304
H: 3.31240 -2.17554 -1.69037  0.172
H: 4.25763 -2.42037 -0.36399  0.251
H: -2.42539 -0.59500 -2.20706  0.023
H: -3.23399 -1.60102 -0.98969  -0.246
H: -3.85799 -3.00797 -3.23243  0.325
H: -4.87293 -1.63430 -2.71400  0.373
H: -3.61242 -1.36614 -3.97841  0.320
O: 5.24367 -2.35702 2.32291  -0.516
S: 6.53773 -1.91966 2.70460  1.198
O: 7.20787 -0.85791 2.04774  -0.567
O: 7.50800 -3.19873 2.74149  -0.319
C: 8.08143 -3.33975 4.04621  -0.324
C: 7.05652 -2.74250 4.98626  -0.358
O: 6.53534 -1.61122 4.27900  -0.333
H: 9.01798 -2.77850 4.07011  0.293
H: 8.28214 -4.38632 4.26176  0.308
H: 7.48873 -2.43515 5.93487  0.321
H: 6.23315 -3.43636 5.17054  0.288
O: -7.16662 4.12520 1.62465  -0.474
S: -5.92310 4.30336 2.26531  1.160
O: -5.81966 4.74099 3.61057  -0.589
O: -4.97971 5.23771 1.33899  -0.374
C: -3.77774 4.53320 1.01188  -0.288
C: -4.16155 3.07078 1.01911  -0.177
O: -5.07652 2.94454 2.10978  -0.260
H: -3.03376 4.75000 1.78298  0.294
H: -3.40010 4.85472 0.04558  0.155
H: -3.30499 2.41654 1.16061  0.282
H: -4.68290 2.79143 0.10027  0.251
O: -8.16079 2.76639 2.78743  -0.487
S: -9.09014 1.92437 2.13863  1.081
O: -9.53720 2.17032 0.81559  -0.585
O: -10.37659 1.74182 3.09638  -0.333
C: -10.57620 0.35406 3.37885  -0.399
C: -9.19548 -0.26584 3.30348  -0.309
O: -8.55771 0.40891 2.21635  -0.235
H: -11.23805 -0.05875 2.61344  0.296
H: -11.03360 0.22936 4.35777  0.316
H: -9.22634 -1.33640 3.12219  0.339
H: -8.61950 -0.06912 4.21104  0.268
O: -6.82135 -2.07828 2.50560  -0.535
S: -5.60572 -1.89669 3.21738  1.165
O: -5.57837 -1.38923 4.54062  -0.603
O: -4.61051 -1.03515 2.30279  -0.167
C: -3.39619 -1.77031 2.07619  0.402
C: -3.80205 -3.22251 2.13944  -0.282
O: -4.78296 -3.27541 3.18688  -0.389
H: -2.69215 -1.51874 2.87183  0.239
H: -2.96439 -1.50644 1.11811  -0.466
H: -2.96597 -3.87899 2.36069  0.250
H: -4.27886 -3.54366 1.21009  0.321
O: 3.71510 3.52672 -2.83918  -0.584
S: 3.15455 3.73596 -4.12362  1.204
O: 2.01874 3.02277 -4.59266  -0.629
O: 4.32515 3.60798 -5.21014  -0.320
C: 4.42415 4.82023 -5.96886  -0.322
C: 3.94935 5.90436 -5.02653  -0.368
O: 2.86886 5.30201 -4.30264  -0.314
H: 3.76979 4.73300 -6.83859  0.302
H: 5.44703 4.97823 -6.30122  0.310
H: 3.61107 6.79474 -5.54961  0.310
H: 4.72683 6.17809 -4.30987  0.294

Its SMILES is CCOP(=O)(CC[C@@H](CN[PH2]=S)OCCC(N)(N)N)OCC.O=S1(=O)OCCO1.O=S1(=O)OCCO1.O=S1(=O)OCCO1.O=S1(=O)OCCO1.O=S1(=O)OCCO1. The value obtained for the LUMO energy is 0.1 eV. The calculation puts the HOMO energy at -8.80 eV. The value obtained for the total energy is -161273.7277 eV. The relative energy (zero: lowest compared OMol25 entry of this formula, charge and spin) is 0.00 kJ/mol. The value obtained for the molar mass is 996.99 u. The largest force on an atom comes out at 3.419 eV/A. The orbital gap is 8.927 eV.

---

3.
The following is a quantum chemistry calculation of a molecular structure, C21H51B2Br17ClN2O5PSi2, from the OMol25 dataset.

Last column: Mulliken charge in e.
Positions of all 102 atoms, in Å:
C: 3.77658 2.69184 1.18667  -1.094
C: 3.32725 2.51592 -0.27166  0.376
C: 2.23019 3.47560 -0.73758  -0.623
O: 0.92408 2.86724 -0.71025  -0.386
Si: 0.27058 2.05447 -1.94773  0.085
Br: 1.83480 1.04429 -3.19246  -0.284
O: -0.74701 0.92911 -1.43533  1.096
Si: -0.82373 0.06999 0.01291  0.152
B: -2.52246 0.52977 1.03553  0.645
N: -3.02241 -0.46378 1.99723  -0.487
O: -3.18079 1.71309 0.77854  -0.611
B: -0.74888 -1.93314 -0.43954  0.077
O: -1.94384 -2.53353 -0.78327  -0.371
N: 0.43754 -2.77728 -0.46656  0.358
C: 1.54387 -2.37757 0.40127  -0.997
C: 0.90779 -2.93920 -1.84957  -0.935
P: -0.71745 3.57842 -3.34932  -0.041
O: -0.71293 2.82316 -4.79347  -0.187
Cl: -2.63902 3.27211 -2.66567  -0.238
H: 4.82926 2.40776 1.28697  0.364
H: 3.21483 2.02646 1.85036  0.289
H: 3.66641 3.71761 1.54608  0.184
H: 2.96133 1.49409 -0.42150  -0.266
H: 4.18651 2.61815 -0.94493  0.326
H: 2.43438 3.87168 -1.73951  0.227
H: 2.16870 4.33769 -0.06541  0.445
H: 0.34455 0.42475 0.87401  -0.272
H: -3.15914 -0.04335 2.91613  0.131
H: -3.94763 -0.78663 1.72233  0.207
H: -3.01568 2.45201 1.35940  0.114
H: -1.97885 -3.42343 -0.43001  0.183
H: 1.18085 -2.04294 1.37626  0.387
H: 2.15565 -1.58112 -0.05331  0.178
H: 2.19516 -3.24089 0.59152  0.188
H: 1.61627 -2.14547 -2.12542  0.183
H: 1.40795 -3.90677 -1.98967  0.336
H: 0.06369 -2.92177 -2.54888  0.121
H: -0.82226 1.86298 -4.79988  0.097
Br: 3.72880 3.78558 4.71153  -0.139
C: 5.38068 4.76036 5.03204  -0.588
C: 5.25309 6.21150 4.64621  -0.392
Br: 5.22922 6.45606 2.72389  -0.094
H: 6.15126 4.25500 4.45833  0.365
H: 5.59054 4.66474 6.09477  0.380
H: 6.10082 6.78330 5.01639  0.376
H: 4.33197 6.64828 5.02022  0.091
Br: -2.96011 3.47037 3.96304  -0.158
C: -3.48961 3.18001 5.80809  -0.513
C: -3.30911 1.74761 6.23315  -0.620
Br: -4.66806 0.58306 5.48031  -0.148
H: -4.52114 3.50846 5.88507  0.381
H: -2.84803 3.83218 6.39735  0.312
H: -3.40480 1.66473 7.31324  0.370
H: -2.34923 1.34924 5.91928  0.372
Br: 1.60984 8.33024 3.20821  -0.130
C: 1.11386 8.06935 5.06767  -0.656
C: 1.22996 6.62790 5.48781  0.002
Br: -0.18934 5.51944 4.77003  -0.086
H: 0.10232 8.44804 5.17653  0.438
H: 1.79823 8.68349 5.64924  0.361
H: 1.16004 6.54437 6.57050  0.378
H: 2.15475 6.17545 5.14589  -0.285
Br: 2.27239 6.40347 -8.80342  -0.163
C: 0.73856 5.65638 -7.86978  -0.588
C: 1.03526 4.31755 -7.25236  -0.300
Br: 1.12773 2.89970 -8.57844  -0.169
H: -0.06537 5.59894 -8.59676  0.379
H: 0.48340 6.37445 -7.09395  0.391
H: 0.24187 4.02617 -6.56951  0.020
H: 1.98649 4.30938 -6.72877  0.399
Br: 3.77729 -7.03615 0.75963  -0.175
C: 2.05358 -7.48974 -0.01720  -0.526
C: 1.13677 -6.29927 -0.09588  0.288
Br: 0.41583 -5.81238 1.63154  -0.099
H: 1.63769 -8.28280 0.59679  0.254
H: 2.26638 -7.86850 -1.01425  0.423
H: 0.27672 -6.52962 -0.72048  -0.229
H: 1.64127 -5.41704 -0.47696  0.040
Br: -1.32073 -9.22326 1.69231  -0.139
C: -3.07179 -8.93749 2.48402  -0.594
C: -3.98731 -8.11347 1.61627  -0.583
Br: -3.49688 -6.23351 1.65754  -0.120
H: -2.89636 -8.45545 3.44084  0.372
H: -3.48673 -9.93002 2.64293  0.356
H: -5.00275 -8.16436 2.00248  0.395
H: -3.96998 -8.42114 0.57454  0.318
Br: -2.10844 -0.50022 -4.05183  -0.072
C: -1.36395 -1.82143 -5.26748  -0.512
C: 0.08766 -1.52974 -5.54973  -0.186
Br: 0.28799 -0.00186 -6.72864  -0.117
H: -1.96895 -1.79983 -6.16856  0.477
H: -1.47399 -2.78370 -4.77123  0.174
H: 0.56335 -2.37034 -6.05025  0.437
H: 0.62892 -1.28852 -4.63842  -0.164
Br: -5.41634 -6.74650 -3.38876  -0.171
C: -4.39145 -5.55543 -2.24640  -0.527
C: -2.90845 -5.68838 -2.46933  0.236
Br: -2.20548 -7.33032 -1.70102  -0.122
H: -4.66464 -5.79217 -1.22246  0.274
H: -4.71800 -4.54697 -2.48952  0.382
H: -2.38706 -4.87450 -1.96787  -0.489
H: -2.64667 -5.70200 -3.52269  0.461

The value obtained for the LUMO energy is 0.2 eV. The calculation puts the HOMO energy at -8.38 eV. The value obtained for the total energy is -1265473.7723 eV. The value obtained for the molar mass is 1914.24 u. The largest force on an atom comes out at 0.809 eV/A. The orbital gap is 8.596 eV.